Entry from the OMol25 dataset: 2 unconnected molecules or ions with the total composition H2N2O2 at a distorted geometry (ωB97M-V/def2-TZVPD).

The geometry in XYZ format:
```
6
Properties=species:S:1:pos:R:3:forces:R:3:nbo_charge:R:1
N 0.48031 -0.19592 -2.14037 -0.2809 0.0877 0.6990 0.20
N 0.10638 0.44965 0.65513 -1.9034 0.6257 1.6212 -0.24
O 0.80506 0.35921 -1.19624 1.1187 0.0174 -2.5284 -0.16
O -0.81773 -0.59261 0.76712 1.6036 0.0021 0.2150 -0.57
H 1.04762 0.12693 0.87781 -0.2736 -0.9946 0.1589 0.29
H -1.62165 -0.14725 1.03656 -0.2643 0.2616 -0.1657 0.48
```
Forces are in eV/Å.

As for the relative energy (zero: lowest compared OMol25 entry of this formula, charge and spin): 94.1 kcal/mol. For the largest force on an atom, the calculation gives 2.76 eV Å⁻¹. The net charge is 0. As for the HOMO-LUMO gap (alpha / beta): 9.1 / 8.4 eV.

***

Entry from the OMol25 dataset: 3 unconnected molecules or ions with the total composition C2H8BrO2 at a distorted geometry (ωB97M-V/def2-TZVPD).

The geometry in XYZ format:
```
13
Properties=species:S:1:pos:R:3:forces:R:3:nbo_charge:R:1
Br 1.96856 2.49430 0.93139 0.0838 0.0935 0.0600 0.02
C 0.74959 -0.83341 -1.71204 -0.5697 -0.2262 0.2741 -0.24
O 1.51612 0.34209 -1.83922 0.4839 -0.0685 -0.2464 -0.73
H 1.03507 -1.57977 -2.45335 0.1808 0.3343 -0.1868 0.18
H 0.86871 -1.31116 -0.73959 0.1294 -0.0007 0.1998 0.15
H -0.31061 -0.60347 -1.81788 -0.1154 -0.1142 -0.1086 0.17
H 1.41654 0.86551 -1.04065 -0.1245 -0.0033 -0.0475 0.46
C -1.45905 -0.13054 1.63690 0.3388 0.5075 -0.8459 -0.25
O -0.96167 0.70352 0.58562 0.0600 -0.0526 -0.1692 -0.74
H -2.53455 -0.18186 1.46727 0.0320 0.0512 0.5518 0.19
H -1.04707 -1.13499 1.53971 0.0517 -0.1254 0.2332 0.16
H -1.13771 0.35405 2.55886 -0.6107 -0.4781 0.4361 0.17
H -0.10394 1.01571 0.88303 0.0600 0.0826 -0.1507 0.46
```
Forces are in eV/Å.

For the largest force on an atom, the calculation gives 1.04 eV Å⁻¹. The net charge is 0. As for the HOMO-LUMO gap (alpha / beta): 10.7 / 5.7 eV. As for the spin multiplicity: 2.

***

Entry from the OMol25 dataset: 3 unconnected molecules or ions with the total composition C4H11NO2 at a distorted geometry (ωB97M-V/def2-TZVPD).

The geometry in XYZ format:
```
18
Properties=species:S:1:pos:R:3:forces:R:3:nbo_charge:R:1
C -1.49618 0.80618 0.75513 0.4671 -1.9215 0.2513 -0.01
N -0.43852 0.32542 0.19817 -0.3281 0.6807 2.1873 -0.47
C 0.42928 -0.59854 0.97235 0.8839 -0.6221 0.7866 0.19
C 0.17414 -1.95319 1.08416 -0.9210 1.8847 -1.7255 -0.50
C 1.77969 0.07220 1.56152 -1.2421 -0.5204 -2.5791 -0.66
H -2.21257 1.53944 0.36726 0.7403 -0.1482 -0.6269 0.18
H -1.85923 0.31945 1.67273 0.2531 0.4699 0.1488 0.16
H -0.90820 -2.20412 0.85928 1.5522 -0.1730 -0.1754 0.20
H 0.96320 -2.74231 0.95292 -0.8557 0.9466 1.2549 0.23
H 1.67990 0.79852 2.38769 -0.4876 -0.8549 -0.0596 0.23
H 2.46457 -0.77791 1.76303 -0.3109 0.8329 0.0999 0.23
H 2.14528 0.70613 0.72126 0.2536 -0.5684 0.4763 0.23
O -2.21934 0.22820 -2.48957 -0.6566 1.1680 0.1956 -0.94
H -1.31197 -0.02716 -2.30107 0.0008 0.3270 0.2445 0.47
H -2.35864 1.15970 -2.17191 0.5948 -1.5006 -0.4836 0.47
O 1.35935 0.99175 -2.05306 0.8094 -0.2652 -1.8229 -0.97
H 0.67049 0.87527 -1.41133 -0.8770 -0.3679 0.6231 0.49
H 1.13875 0.48098 -2.86855 0.1239 0.6324 1.2045 0.47
```
Forces are in eV/Å.

Its SMILES is C=NC(=C)C.O.O. As for the relative energy (zero: lowest compared OMol25 entry of this formula, charge and spin): 75.3 kcal/mol. For the largest force on an atom, the calculation gives 2.91 eV Å⁻¹. The net charge is 0. As for the HOMO-LUMO gap: 9.8 eV.

***

Entry from the OMol25 dataset: a molecular structure, C22H22IrN2O2 at a distorted geometry (ωB97M-V/def2-TZVPD).

The geometry in XYZ format:
```
49
Properties=species:S:1:pos:R:3:forces:R:3:nbo_charge:R:1
Ir -1.82667 -0.32259 0.65688 -0.3417 1.1189 0.6176 0.85
N -2.66395 -3.24333 3.44061 -0.1082 -0.0772 0.0860 -0.74
C -2.49400 -2.54383 2.33512 0.0702 0.1224 -0.1064 0.71
O -2.02823 -1.37124 2.41139 0.4524 -0.3893 -0.1765 -0.64
C -2.78329 -3.09374 0.98759 0.1401 -0.0939 -0.0828 -0.55
C -2.85127 -1.94608 -0.02485 -0.0129 0.5216 -0.2434 -0.51
H -2.40570 -2.84201 4.32894 0.0012 -0.0021 -0.0071 0.43
H -3.04773 -4.17252 3.41755 -0.0065 0.0147 0.0016 0.42
H -3.67830 -3.71927 0.97367 0.0106 -0.0136 0.0792 0.25
H -1.93309 -3.74451 0.75482 -0.0067 0.0072 -0.0651 0.27
H -3.87225 -1.55328 -0.11794 -0.0608 -0.1722 0.0412 0.21
H -2.52667 -2.28548 -1.00619 0.0254 0.1171 -0.0267 0.23
O -2.38030 1.40458 -0.46863 -0.1150 -0.9594 -0.4312 -0.57
N -1.90632 2.58109 -0.09428 0.2778 0.3233 0.0283 0.05
C -2.08345 3.02608 1.16365 0.0393 -0.0454 -0.0738 0.02
C -1.61792 4.26881 1.52898 0.0134 0.0008 0.0145 -0.21
C -0.96866 5.05886 0.59179 0.0041 -0.0074 -0.0179 -0.14
C -0.80150 4.57661 -0.69722 -0.0043 0.0302 0.0334 -0.21
C -1.27785 3.32613 -1.02127 -0.0692 -0.1086 0.0542 0.05
H -2.59253 2.33797 1.82273 -0.0460 0.0349 0.0028 0.24
H -1.77048 4.60739 2.54291 0.0026 -0.0043 0.0125 0.25
H -0.59645 6.03589 0.86441 -0.0014 0.0148 -0.0004 0.25
H -0.29926 5.15653 -1.45689 0.0111 0.0044 -0.0110 0.25
H -1.19113 2.85458 -1.98738 0.0104 0.0067 -0.0129 0.26
C 4.88523 1.67300 -0.53394 0.0007 -0.0308 -0.0054 -0.20
C 4.41406 0.39435 -0.80012 0.0045 0.0269 0.0081 -0.20
C 3.07697 0.08042 -0.61985 -0.0425 0.0586 0.0299 -0.21
C 2.17620 1.04992 -0.16661 0.2255 0.0968 -0.1102 0.00
C 2.66905 2.33155 0.10077 -0.0648 -0.0728 -0.0413 -0.21
C 4.00465 2.64315 -0.08106 0.0599 0.0284 -0.0114 -0.21
C 0.74480 0.82301 0.06857 -0.4057 -0.1407 0.0940 -0.30
C -0.00917 -0.26933 -0.12008 -0.0294 -0.3147 0.1552 -0.04
C 0.36378 -1.52423 -0.80027 -0.0574 -0.1342 0.0116 -0.12
C 0.57656 -2.70157 -0.07693 0.0488 0.2179 0.0620 -0.17
C 0.81719 -3.89467 -0.73231 0.0766 -0.1323 -0.1235 -0.23
C 0.84719 -3.93458 -2.12316 0.0058 -0.0425 0.1179 -0.21
C 0.65478 -2.76934 -2.84699 0.0072 0.1067 -0.0309 -0.20
C 0.41489 -1.56883 -2.19148 -0.0486 -0.0518 -0.0046 -0.20
H 5.93142 1.90810 -0.67442 0.0081 0.0049 -0.0071 0.22
H 5.09557 -0.36919 -1.15079 0.0080 -0.0092 -0.0012 0.22
H 2.74206 -0.92321 -0.83247 -0.0101 -0.0185 0.0094 0.22
H 1.98681 3.09489 0.45973 -0.0141 -0.0007 0.0214 0.19
H 4.35968 3.64275 0.13238 0.0053 0.0051 0.0082 0.22
H 0.26069 1.68901 0.51765 0.0308 -0.0138 0.1130 0.18
H 0.59422 -2.65783 1.00682 -0.0733 -0.0133 0.0114 0.21
H 0.99981 -4.79676 -0.16204 -0.0003 -0.0056 -0.0023 0.22
H 1.03261 -4.86765 -2.63757 0.0054 -0.0143 0.0096 0.22
H 0.69473 -2.79330 -3.92769 -0.0100 0.0112 -0.0174 0.22
H 0.26322 -0.65633 -2.75449 -0.0163 -0.0052 -0.0127 0.22
```
Forces are in eV/Å.

As for the relative energy (zero: lowest compared OMol25 entry of this formula, charge and spin): 21.8 kcal/mol. For the largest force on an atom, the calculation gives 1.32 eV Å⁻¹. The net charge is +1. As for the HOMO-LUMO gap: 6.9 eV.